No. 1
Molecular formula: C12H13FNO6S
Method: DFT, wB97M-V/def2-TZVPD

LUMO = 1.64 eV
Electronic energy = -39979.0637 eV
HOMO energy = -3.431 eV
Total charge = -1
HOMO-LUMO gap = 5.07 eV

Each line ends with the natural charge from an NBO analysis.
Geometry (Å):
C (-1.41235, 4.89681, 0.94187)  -0.625
C (-0.64792, 3.67997, 1.40548)  -0.076
O (-0.75816, 2.70976, 0.32530)  -0.521
C (-0.12618, 1.55160, 0.67088)  0.814
O (0.40580, 1.48616, 1.75502)  -0.629
C (-0.19982, 0.42841, -0.39672)  -0.377
C (-1.75807, -0.37881, -0.16135)  -0.366
C (-2.70802, -1.29776, -0.74880)  -0.844
S (-3.51319, -2.69823, 0.01990)  2.345
O (-4.74805, -2.44721, 0.72932)  -0.944
O (-2.55788, -3.63890, 0.55576)  -0.950
F (-4.03859, -3.41425, -1.32409)  -0.527
C (1.08993, -0.33318, -0.44468)  0.028
C (1.81854, -0.74735, 0.70792)  -0.185
C (2.80079, -1.72896, 0.61104)  -0.167
C (3.14981, -2.25787, -0.65781)  -0.026
N (4.12325, -3.28186, -0.75297)  0.505
O (4.40987, -3.70062, -1.90524)  -0.417
O (4.66868, -3.72008, 0.28521)  -0.405
C (2.56316, -1.72327, -1.83061)  -0.163
C (1.54515, -0.79065, -1.71116)  -0.220
H (-1.38222, 5.64788, 1.74526)  0.205
H (-0.92592, 5.32876, 0.04591)  0.208
H (-2.47755, 4.68683, 0.72935)  0.216
H (0.42265, 3.91544, 1.54074)  0.187
H (-1.06873, 3.26860, 2.34275)  0.196
H (-0.29140, 0.92383, -1.38949)  0.221
H (-2.30564, 0.63174, -0.12967)  0.169
H (-1.47624, -0.79450, 0.87673)  0.207
H (-3.29576, -1.02836, -1.64232)  0.205
H (1.50974, -0.39570, 1.68794)  0.243
H (3.30058, -2.14244, 1.49713)  0.238
H (2.89997, -2.11689, -2.77919)  0.241
H (0.98377, -0.51889, -2.59941)  0.215

Forces on the atoms, in the same order (eV/Å):
C -0.07 0.54 -0.05
C -0.33 0.15 -0.46
O 0.36 -0.53 0.54
C -0.52 -0.50 -0.44
O 0.05 -0.54 -0.22
C 0.66 0.88 -1.19
C -0.83 1.39 3.57
C -0.79 -1.88 -1.19
S 2.24 1.53 -1.40
O 0.65 -0.11 -0.20
O -0.62 0.37 0.51
F -0.21 0.07 0.03
C 0.29 -0.85 0.01
C -0.42 -0.59 -0.46
C 0.25 -0.33 -0.61
C -1.18 1.87 0.44
N 1.90 -1.76 -0.66
O -0.38 0.57 2.13
O -0.98 0.73 -1.74
C 0.22 -0.47 0.98
C -0.24 -0.42 0.60
H 0.00 -0.09 -0.25
H -0.39 -0.19 0.39
H 0.59 -0.04 0.02
H -0.51 -0.15 0.15
H 0.34 0.10 -0.55
H -0.16 -0.17 0.66
H 0.88 -1.05 0.51
H -0.84 0.92 -1.11
H 0.23 0.03 0.71
H 0.13 -0.05 -0.30
H -0.31 0.31 -0.45
H -0.16 0.10 -0.04
H 0.15 0.18 0.06



No. 2
Molecular formula: C6H9N
Method: DFT, wB97M-V/def2-TZVPD

LUMO (spin up / spin down) = 0.99 / 0.92 eV
Electronic energy = -7853.4456 eV
HOMO energy (spin up / spin down) = -6.908 / -6.940 eV
Energy relative to the best compared isomer or geometry (same formula, charge and spin) = 108.7 kcal per mole
HOMO-LUMO gap (spin up / spin down) = 7.90 / 7.86 eV

Each line ends with the natural charge from an NBO analysis.
Geometry (Å):
C (2.71916, 0.81554, 1.99356)  -0.678
C (1.77021, 0.19910, 1.06119)  -0.013
C (0.95487, -0.30478, 0.33450)  -0.023
C (-0.00116, -0.99690, -0.54954)  -0.513
C (-1.44351, -1.06570, -0.15194)  -0.075
C (-2.05950, 0.94685, -1.04950)  -0.349
N (-2.35752, -0.33082, -0.78742)  -0.445
H (2.75899, 1.89980, 1.85020)  0.231
H (3.73385, 0.42107, 1.86935)  0.231
H (2.40835, 0.62087, 3.02480)  0.232
H (0.34234, -2.03775, -0.65686)  0.228
H (0.03452, -0.53054, -1.54902)  0.240
H (-1.79944, -1.75716, 0.59627)  0.180
H (-2.33383, 1.40069, -1.98457)  0.178
H (-1.48425, 1.47585, -0.30133)  0.196
H (-3.24909, -0.75704, -1.05348)  0.381

Forces on the atoms, in the same order (eV/Å):
C -0.01 0.03 0.02
C -0.12 -0.03 -0.02
C 0.09 0.01 0.08
C 0.11 0.01 0.05
C 0.09 -0.37 0.35
C 0.00 0.48 -0.27
N -0.20 0.00 0.11
H 0.00 -0.14 0.02
H -0.21 0.03 -0.05
H 0.06 0.05 -0.12
H 0.08 0.16 0.05
H -0.02 -0.07 0.26
H 0.07 -0.43 -0.20
H -0.34 0.14 -0.04
H 0.21 -0.16 -0.34
H 0.19 0.31 0.10



No. 3
Molecular formula: C6H10O
Method: DFT, wB97M-V/def2-TZVPD

LUMO = 0.94 eV
Electronic energy = -8428.0524 eV
HOMO energy = -8.948 eV
Energy relative to the best compared isomer or geometry (same formula, charge and spin) = 73.5 kcal per mole
HOMO-LUMO gap = 9.89 eV

Each line ends with the natural charge from an NBO analysis.
Geometry (Å):
O (2.61527, -0.16593, 1.89054)  -0.522
C (2.64374, -0.40309, 0.70538)  0.447
C (1.45996, -0.26037, -0.19719)  -0.507
C (0.19482, 0.14444, 0.53258)  -0.412
C (-0.82551, 0.39092, -0.50642)  -0.192
C (-1.84840, -0.53752, -1.10274)  -0.427
C (-2.29921, 0.68905, -0.36124)  -0.520
H (3.57848, -0.74319, 0.21492)  0.105
H (1.71293, 0.48003, -0.97572)  0.226
H (1.30156, -1.19948, -0.74556)  0.231
H (0.36509, 1.05840, 1.11841)  0.222
H (-0.13172, -0.61981, 1.23796)  0.220
H (-0.35997, 1.12739, -1.28144)  0.162
H (-1.98601, -0.57966, -2.18132)  0.209
H (-1.85628, -1.53095, -0.64099)  0.221
H (-1.71028, 1.55311, -0.88876)  0.303
H (-2.88771, 0.67106, 0.57496)  0.233

Forces on the atoms, in the same order (eV/Å):
O 0.12 -0.13 -0.49
C 0.12 0.01 0.38
C 0.20 -0.12 0.17
C 0.19 -0.33 0.19
C 1.90 -0.05 -1.12
C 0.53 0.09 -0.27
C 0.78 1.19 -0.53
H 0.03 0.02 0.10
H 0.02 -0.14 0.20
H 0.13 0.06 0.09
H 0.00 -0.20 -0.13
H 0.08 -0.11 0.06
H -0.18 -1.48 1.02
H 0.10 -0.05 0.14
H -0.34 0.58 0.19
H -4.52 0.32 0.70
H 0.84 0.34 -0.70



No. 4
Molecular formula: C25H33FN3O3
Method: DFT, wB97M-V/def2-TZVPD

LUMO = -1.77 eV
Electronic energy = -39784.3370 eV
HOMO energy = -11.006 eV
Total charge = +1
Energy relative to the best compared isomer or geometry (same formula, charge and spin) = 18.9 kcal per mole
HOMO-LUMO gap = 9.24 eV

Each line ends with the natural charge from an NBO analysis.
Geometry (Å):
C (0.10607, 1.87451, 5.83823)  -0.255
O (0.38057, 1.86615, 4.45370)  -0.503
C (1.22206, 0.92289, 3.95383)  0.239
C (1.75564, -0.11180, 4.71102)  -0.262
C (2.59094, -1.05125, 4.13455)  -0.203
C (2.87405, -0.99471, 2.78658)  -0.216
C (2.32201, 0.00418, 1.98912)  -0.124
C (2.68786, 0.14176, 0.53141)  -0.243
N (2.27795, -0.91077, -0.43668)  -0.251
C (3.05156, -0.68996, -1.69417)  -0.223
C (2.28292, -1.42675, -2.79758)  -0.410
C (1.18374, -2.11247, -1.99301)  -0.279
C (1.85644, -3.16020, -1.10208)  -0.417
C (2.48024, -2.30165, 0.00765)  -0.232
C (0.80295, -0.98194, -1.00444)  0.689
O (0.58370, 0.24106, -1.58352)  -0.774
N (-0.13115, -1.35280, 0.00490)  -0.508
C (-1.19818, -2.27223, -0.37192)  -0.226
C (-2.16871, -1.63191, -1.38275)  -0.242
N (-2.10784, -0.17807, -1.23283)  -0.499
C (-2.95845, 0.53731, -2.11016)  0.134
C (-4.07597, 1.25859, -1.70504)  -0.240
C (-4.83657, 1.95821, -2.62670)  -0.205
C (-4.50662, 1.94543, -3.97004)  -0.192
C (-3.39718, 1.23581, -4.39959)  -0.261
C (-2.64210, 0.55587, -3.46973)  0.359
F (-1.53522, -0.11824, -3.88332)  -0.336
C (-2.10385, 0.17892, 0.17588)  -0.238
C (-0.72981, -0.24035, 0.74694)  -0.243
C (1.54557, 1.00829, 2.58275)  0.338
O (1.11980, 2.01321, 1.75516)  -0.542
C (0.94457, 3.32697, 2.26059)  -0.242
H (-0.53747, 2.73748, 5.99910)  0.210
H (-0.42194, 0.96825, 6.14773)  0.183
H (1.01958, 1.98970, 6.42760)  0.186
H (1.53009, -0.18519, 5.76152)  0.231
H (3.02237, -1.82679, 4.74645)  0.227
H (3.55882, -1.71203, 2.36532)  0.211
H (3.78020, 0.18788, 0.46839)  0.230
H (2.27308, 1.08009, 0.15661)  0.268
H (4.06530, -1.06515, -1.55792)  0.223
H (3.08645, 0.37970, -1.89379)  0.246
H (2.90025, -2.14070, -3.33722)  0.228
H (1.85347, -0.72491, -3.50981)  0.245
H (0.37139, -2.47938, -2.61085)  0.250
H (2.60632, -3.71539, -1.66336)  0.228
H (1.15638, -3.87934, -0.68468)  0.231
H (3.54161, -2.49683, 0.15445)  0.223
H (1.94401, -2.43268, 0.94665)  0.258
H (-0.39187, 0.34089, -1.69577)  0.526
H (-1.71987, -2.51080, 0.55700)  0.216
H (-0.80071, -3.20122, -0.77142)  0.217
H (-3.18745, -2.00724, -1.20454)  0.199
H (-1.89019, -1.88906, -2.40597)  0.215
H (-4.35921, 1.26869, -0.66431)  0.221
H (-5.69988, 2.50957, -2.28871)  0.226
H (-5.10626, 2.48611, -4.68411)  0.229
H (-3.10620, 1.21183, -5.43730)  0.240
H (-2.92126, -0.31445, 0.72064)  0.183
H (-2.22166, 1.25801, 0.27667)  0.227
H (-0.83207, -0.55521, 1.78868)  0.212
H (-0.05540, 0.60834, 0.70328)  0.238
H (-0.00751, 3.43361, 2.78071)  0.197
H (1.75963, 3.60563, 2.92982)  0.186
H (0.95802, 3.97252, 1.38275)  0.196

Forces on the atoms, in the same order (eV/Å):
C -0.09 0.02 0.28
O 0.12 -0.12 -0.47
C 0.01 -0.01 -0.02
C -0.12 0.20 -0.01
C 0.06 -0.08 -0.12
C -0.05 0.03 0.15
C -0.14 0.13 0.03
C 0.02 0.67 0.47
N -0.09 0.13 0.05
C 0.46 0.21 -0.76
C -0.22 0.00 -0.07
C -0.02 0.04 -0.07
C -0.11 -0.02 -0.09
C 0.10 -0.75 0.38
C -0.48 -0.32 -0.05
O 0.41 0.30 -0.13
N 0.08 0.07 -0.13
C -0.05 -0.04 -0.13
C -0.01 -0.29 -0.04
N 0.12 0.09 -0.06
C -0.07 0.11 -0.28
C 0.12 -0.13 -0.02
C -0.09 0.07 -0.02
C 0.00 -0.02 0.07
C 0.15 -0.13 0.06
C -0.09 0.01 0.03
F -0.15 0.10 0.08
C 0.10 -0.02 0.10
C 0.06 0.07 0.22
C 0.09 0.03 -0.09
O -0.07 -0.56 0.23
C -0.12 0.56 0.01
H 0.04 -0.08 0.05
H 0.04 0.02 -0.01
H -0.02 -0.02 -0.03
H -0.05 0.04 0.12
H 0.05 -0.08 0.07
H 0.07 -0.09 -0.08
H -0.12 -0.02 -0.14
H 0.17 -0.17 -0.10
H -0.04 0.05 0.15
H 0.02 -0.08 0.16
H 0.02 -0.04 0.03
H 0.09 0.00 0.04
H -0.12 0.03 0.05
H -0.01 -0.01 0.01
H 0.03 0.00 0.05
H 0.00 0.14 0.03
H 0.15 0.06 -0.15
H -0.08 -0.23 0.13
H 0.01 -0.09 -0.06
H -0.06 -0.04 0.04
H 0.05 0.06 -0.03
H -0.05 0.02 0.06
H -0.01 -0.02 0.13
H -0.08 0.06 0.03
H -0.06 0.06 -0.08
H 0.06 -0.01 -0.11
H -0.02 0.08 -0.04
H -0.04 -0.05 0.03
H -0.01 0.13 0.01
H -0.13 -0.07 0.07
H 0.14 0.00 -0.07
H -0.01 -0.02 -0.01
H 0.03 -0.01 0.07



No. 5
Molecular formula: C14H13N3O2S2
Method: DFT, wB97M-V/def2-TZVPD

LUMO = 0.06 eV
Electronic energy = -44965.2303 eV
HOMO energy = -7.869 eV
Energy relative to the best compared isomer or geometry (same formula, charge and spin) = 0.0 kcal per mole
HOMO-LUMO gap = 7.92 eV

Each line ends with the natural charge from an NBO analysis.
Geometry (Å):
C (-5.83102, -2.15552, -0.00168)  -0.252
O (-4.46783, -1.80810, -0.00324)  -0.490
C (-4.13682, -0.49471, -0.00052)  0.380
C (-5.03077, 0.56535, 0.00385)  -0.340
C (-4.58758, 1.88576, 0.00563)  -0.180
C (-3.24506, 2.19966, 0.00304)  -0.255
C (-2.33983, 1.15107, -0.00089)  -0.213
S (-0.59427, 1.22354, -0.00410)  0.416
C (-0.60603, -0.53622, -0.00693)  0.253
N (0.56256, -1.24672, -0.00951)  -0.589
C (1.78689, -0.67737, -0.00795)  0.288
N (1.99060, 0.59949, -0.00845)  -0.517
C (3.30312, 0.91463, -0.00662)  0.266
C (3.70927, 2.33965, -0.00734)  -0.647
C (4.16295, -0.16611, -0.00432)  -0.390
C (5.61496, -0.13319, 0.00250)  0.557
C (6.29791, -1.47873, 0.01774)  -0.719
O (6.22752, 0.91585, -0.00237)  -0.554
S (3.23928, -1.65646, -0.00488)  0.357
N (-1.75230, -1.11036, -0.00592)  -0.459
C (-2.76253, -0.19195, -0.00252)  0.033
H (-6.34030, -1.78539, 0.89417)  0.176
H (-6.34398, -1.77899, -0.89277)  0.176
H (-5.85574, -3.24398, -0.00555)  0.201
H (-6.09301, 0.38050, 0.00596)  0.219
H (-5.31985, 2.67880, 0.00887)  0.213
H (-2.90426, 3.22188, 0.00415)  0.219
H (0.47445, -2.25353, -0.00883)  0.431
H (4.29566, 2.55983, -0.89774)  0.245
H (2.82201, 2.96491, 0.02102)  0.227
H (4.34694, 2.54715, 0.84997)  0.246
H (6.00302, -2.05368, -0.85819)  0.230
H (5.99828, -2.03524, 0.90396)  0.231
H (7.37578, -1.34184, 0.01944)  0.242

Forces on the atoms, in the same order (eV/Å):
C -0.22 -0.04 0.00
O 0.33 0.12 0.00
C 0.08 0.16 0.00
C -0.14 -0.38 0.00
C 0.19 0.20 0.00
C -0.12 0.17 0.00
C -0.01 -0.66 0.00
S -0.61 -0.08 0.00
C -0.50 0.91 0.00
N 0.05 -0.56 0.00
C 1.18 -0.65 0.00
N -0.72 0.12 0.00
C 0.92 -0.61 0.00
C 0.03 0.12 0.01
C -0.70 0.32 0.00
C 0.13 -0.21 0.00
C 0.28 0.19 0.00
O 0.10 0.01 0.00
S -0.37 0.54 0.00
N 0.46 -0.87 0.00
C -0.16 0.79 0.00
H 0.02 0.00 -0.04
H 0.02 0.00 0.04
H -0.05 0.08 0.00
H -0.09 -0.06 0.00
H -0.06 0.07 0.00
H -0.02 0.16 0.00
H -0.06 0.15 0.00
H 0.05 0.07 0.00
H -0.03 0.05 0.00
H 0.04 0.08 -0.01
H -0.01 -0.09 -0.08
H -0.01 -0.09 0.08
H 0.01 -0.01 0.00